1.
Molecular formula: C4H10O3
Method: DFT, ωB97M-V/def2-TZVPD

Element x y z (Å)
C: -1.194 1.208 -0.512
C: -1.019 -0.114 -0.346
C: -0.345 -0.631 0.859
C: -0.680 -1.789 1.484
O: 0.661 0.166 1.244
H: -0.904 1.895 0.267
H: -1.594 1.527 -1.466
H: -1.716 -0.768 -0.856
H: 0.125 -2.319 1.979
H: -1.661 -2.216 1.380
H: 1.168 -0.141 2.001
O: 1.704 0.161 3.815
H: 1.705 0.879 4.438
H: 1.951 -0.665 4.228
O: 0.555 0.809 -5.800
H: 0.139 1.552 -6.198
H: 1.105 0.445 -6.519

Computed properties:
SMILES: C=CC(=C)O.O.O
Energy relative to the best compared isomer or geometry (same formula, charge and spin) (eV): 2.666
HOMO level (eV): -7.87
Lowest unoccupied orbital energy (eV): 0.55
DFT total energy (eV): -10450.5776
Kohn-Sham gap (eV): 8.4
Spin multiplicity: 1

2.
Molecular formula: C6H14O
Method: DFT, ωB97M-V/def2-TZVPD

Element x y z (Å)
C: 1.848 0.571 -0.502
C: 1.033 -0.186 0.550
C: 1.765 -1.464 0.965
C: -0.384 -0.541 0.078
C: -1.278 0.625 -0.264
C: -2.729 0.314 -0.509
O: -1.115 1.732 0.623
H: 2.872 0.740 -0.148
H: 1.424 1.556 -0.731
H: 1.911 0.001 -1.438
H: 0.926 0.463 1.428
H: 2.769 -1.241 1.342
H: 1.875 -2.146 0.111
H: 1.220 -1.999 1.752
H: -0.871 -1.152 0.848
H: -0.349 -1.133 -0.845
H: -0.878 1.074 -1.267
H: -3.211 -0.120 0.370
H: -2.773 -0.390 -1.343
H: -3.260 1.235 -0.773
H: -0.794 2.062 -0.246

Computed properties:
SMILES: CC(C)C[C@@H](C)O
Energy relative to the best compared isomer or geometry (same formula, charge and spin) (eV): 1.393
HOMO level (eV): -10.20
Lowest unoccupied orbital energy (eV): 0.93
DFT total energy (eV): -8495.4996
Kohn-Sham gap (eV): 11.1
Spin multiplicity: 1